(1)
12
Properties=species:S:1:pos:R:3:mulliken_charge:R:1 method="wB97M-V/def2-TZVPD" mol_weight_g_mol=129.6 homo_energy_ev=-9.7 lumo_ev=-0.30 multiplicity=1 smiles=Cc1nc2n(n1)[C@@H]2Cl gap_ev=9.4
C 1.95749 -1.25546 -0.35042 0.06
C 0.07271 -0.10302 -0.10600 0.75
C 3.18930 -0.74451 0.21340 0.18
C -1.30832 0.14000 -0.26232 -0.89
N 0.72152 -0.72540 -1.06435 -0.51
N 0.86975 0.09323 1.00657 -0.76
N 1.89309 -0.69656 0.88214 0.20
Cl 4.07613 0.69392 -0.28486 -0.13
H 3.77348 -1.42378 0.79879 0.30
H -1.89975 0.14129 0.69558 0.29
H -1.72768 1.05728 -0.76760 0.24
H -1.74052 -0.69556 -0.88398 0.27

---

(2)
11
Properties=species:S:1:pos:R:3:mulliken_charge:R:1 method="wB97M-V/def2-TZVPD" mol_weight_g_mol=117.5 homo_energy_ev=-7.9 lumo_ev=0.71 multiplicity=1 smiles=Oc1cc(Cl)c[nH]1 gap_ev=8.6
C -0.87946 -0.26992 0.03505 0.21
C 0.24415 -1.03007 0.16586 -0.38
C 1.34276 -0.12545 -0.02762 0.35
C 0.79726 1.14346 0.08316 -0.54
H -2.36654 -1.51739 -0.21147 0.32
H 0.50968 -2.14801 0.17440 0.27
H 1.38226 2.06417 -0.14214 0.30
H -1.24587 1.76086 -0.01478 0.18
N -0.56271 1.05854 0.04056 0.03
O -2.20802 -0.60461 -0.07419 -0.52
Cl 2.98650 -0.33158 -0.02884 -0.22

---

(3)
11
Properties=species:S:1:pos:R:3:mulliken_charge:R:1 method="wB97M-V/def2-TZVPD" mol_weight_g_mol=117.5 homo_energy_ev=-10.7 lumo_ev=-0.21 multiplicity=1 gap_ev=10.5
C -0.13607 -0.05273 0.86285 -0.18
C 0.19136 -1.17065 -0.05894 -0.31
C 0.46542 0.77314 -0.28537 0.39
C -0.51317 1.62454 -0.94165 -0.06
H -1.34540 0.16720 0.78947 0.33
H -0.72387 -1.84651 -0.38861 0.19
H 0.90938 -1.94460 0.19124 0.27
H 1.39278 1.19801 -0.10857 0.38
N -1.55093 1.89298 -1.69783 -0.44
O 0.73437 -0.42010 -1.07360 -0.35
Cl 0.57613 -0.22128 2.71101 -0.21

---

(4)
12
Properties=species:S:1:pos:R:3:mulliken_charge:R:1 method="wB97M-V/def2-TZVPD" mol_weight_g_mol=133.5 homo_energy_ev=-10.1 lumo_ev=0.53 multiplicity=1 smiles=OCc1conc1Cl gap_ev=10.7
C -0.51003 1.03621 0.51563 -0.60
C 0.06512 -0.11445 -0.16665 0.60
C 0.04727 -0.40523 -1.50642 -0.33
C 1.10327 -1.02362 0.25600 0.31
H -2.17839 0.48059 1.58858 0.33
H -1.06449 1.60884 -0.23019 0.33
H 0.25728 1.83514 0.80092 0.23
H -0.67525 0.08136 -2.22937 0.35
N 1.55434 -1.78345 -0.72872 -0.40
O -1.18754 0.79821 1.71944 -0.51
O 0.80852 -1.41242 -1.85526 -0.14
Cl 1.77991 -1.10119 1.83604 -0.15

---

What did the fourth record say?
12
Properties=species:S:1:pos:R:3:mulliken_charge:R:1 method="wB97M-V/def2-TZVPD" mol_weight_g_mol=133.5 homo_energy_ev=-10.1 lumo_ev=0.53 multiplicity=1 smiles=OCc1conc1Cl gap_ev=10.7
C -0.51003 1.03621 0.51563 -0.60
C 0.06512 -0.11445 -0.16665 0.60
C 0.04727 -0.40523 -1.50642 -0.33
C 1.10327 -1.02362 0.25600 0.31
H -2.17839 0.48059 1.58858 0.33
H -1.06449 1.60884 -0.23019 0.33
H 0.25728 1.83514 0.80092 0.23
H -0.67525 0.08136 -2.22937 0.35
N 1.55434 -1.78345 -0.72872 -0.40
O -1.18754 0.79821 1.71944 -0.51
O 0.80852 -1.41242 -1.85526 -0.14
Cl 1.77991 -1.10119 1.83604 -0.15